A cluster of 10 separate species, C36H56Br4O24 in total, computed with ωB97M-V with the def2-TZVPD basis set.

XYZ file:
```
120
Properties=species:S:1:pos:R:3:mulliken_charge:R:1
Br 26.473 -17.407 29.116 -0.159
C 26.039 -18.918 27.952 -0.610
C 25.163 -18.439 26.812 -0.583
Br 24.884 -19.823 25.426 -0.088
H 25.648 -19.753 28.526 0.397
H 26.994 -19.268 27.563 0.356
H 25.612 -17.585 26.309 0.318
H 24.226 -18.012 27.168 0.435
Br 27.236 -17.261 23.792 -0.185
C 27.778 -19.008 23.159 -0.158
C 29.263 -19.154 22.896 -0.516
Br 29.493 -20.889 22.024 -0.191
H 27.252 -19.141 22.216 -0.112
H 27.359 -19.761 23.820 0.303
H 29.785 -19.154 23.847 0.410
H 29.535 -18.345 22.224 0.411
C 18.596 -16.393 17.724 -1.243
C 18.231 -17.000 19.053 0.410
C 18.501 -18.510 19.197 -0.314
O 19.063 -18.590 20.501 -0.023
C 19.506 -17.380 20.898 0.543
O 20.118 -17.208 21.905 -0.485
O 19.085 -16.428 20.058 -0.383
H 19.665 -16.451 17.521 0.129
H 18.328 -15.340 17.641 0.417
H 18.057 -16.899 16.918 0.371
H 17.197 -16.763 19.318 0.342
H 19.213 -18.825 18.431 0.072
H 17.569 -19.067 19.141 0.324
C 21.426 -17.777 25.132 -1.078
C 20.346 -18.832 25.356 1.380
C 20.720 -19.882 26.415 0.409
O 19.618 -19.911 27.312 -0.408
C 18.711 -19.001 26.955 0.561
O 17.680 -18.826 27.518 -0.531
O 19.178 -18.241 25.943 -0.436
H 20.994 -16.927 24.608 0.365
H 22.179 -18.211 24.476 -0.017
H 21.832 -17.492 26.101 0.400
H 20.026 -19.262 24.405 -0.464
H 21.572 -19.526 27.007 0.149
H 21.042 -20.871 26.098 -0.395
C 25.122 -18.787 17.216 -0.952
C 23.826 -18.308 16.530 0.521
C 22.552 -18.699 17.286 0.302
O 21.850 -17.469 17.446 -0.265
C 22.569 -16.462 16.934 0.481
O 22.259 -15.311 16.982 -0.549
O 23.763 -16.887 16.483 -0.440
H 24.953 -19.811 17.543 -0.020
H 25.376 -18.115 18.033 0.377
H 25.905 -18.811 16.457 0.396
H 23.774 -18.756 15.537 0.275
H 22.600 -19.257 18.220 -0.367
H 21.985 -19.359 16.619 0.241
C 22.699 -22.812 24.540 -1.230
C 21.347 -23.465 24.308 0.590
C 20.756 -24.384 25.387 -0.631
O 19.454 -23.857 25.630 -0.401
C 19.234 -22.778 24.853 0.224
O 18.235 -22.146 24.766 -0.359
O 20.346 -22.470 24.147 0.111
H 22.797 -22.179 25.424 0.343
H 23.061 -22.270 23.670 0.011
H 23.385 -23.635 24.772 0.468
H 21.498 -24.054 23.398 0.341
H 21.371 -24.476 26.281 0.316
H 20.611 -25.366 24.935 0.331
C 25.392 -24.623 17.209 -1.370
C 23.970 -24.113 17.348 0.463
C 23.792 -22.781 18.103 0.218
O 23.191 -21.906 17.152 -0.069
C 22.994 -22.528 15.987 0.486
O 22.562 -21.993 15.009 -0.566
O 23.491 -23.768 16.033 -0.401
H 25.429 -25.462 16.513 0.399
H 25.704 -25.082 18.152 0.387
H 26.128 -23.879 16.914 0.260
H 23.288 -24.872 17.732 0.259
H 24.768 -22.404 18.414 -0.176
H 23.174 -22.797 18.998 0.102
C 28.413 -21.563 17.638 -1.184
C 29.403 -20.437 17.386 0.416
C 28.859 -19.065 17.838 0.136
O 29.932 -18.495 18.539 -0.394
C 30.958 -19.409 18.687 0.550
O 31.950 -19.198 19.289 -0.510
O 30.608 -20.567 18.124 -0.392
H 28.820 -22.539 17.371 0.430
H 27.563 -21.405 16.970 0.313
H 28.103 -21.559 18.682 0.178
H 29.651 -20.381 16.323 0.235
H 27.974 -19.215 18.463 -0.025
H 28.629 -18.464 16.957 0.227
C 14.924 -21.739 21.659 -1.570
C 16.024 -21.450 22.661 0.460
C 17.143 -20.453 22.337 0.859
O 17.082 -19.451 23.312 -0.251
C 16.132 -19.763 24.223 0.511
O 15.866 -19.119 25.175 -0.530
O 15.442 -20.864 23.844 -0.401
H 14.272 -22.466 22.149 0.413
H 15.267 -22.174 20.723 0.360
H 14.278 -20.869 21.533 0.355
H 16.468 -22.373 23.040 0.136
H 16.993 -20.134 21.300 -0.301
H 18.104 -20.970 22.315 -0.055
C 21.565 -20.426 21.497 -1.136
C 22.695 -19.479 21.196 1.338
C 23.716 -19.227 22.305 0.155
O 24.925 -19.838 21.835 -0.128
C 24.768 -20.270 20.577 0.088
O 25.614 -20.722 19.875 -0.445
O 23.495 -20.093 20.174 -0.207
H 21.026 -20.685 20.582 0.524
H 20.811 -19.991 22.155 -0.220
H 21.889 -21.390 21.896 0.114
H 22.332 -18.533 20.791 -0.015
H 23.362 -19.560 23.276 -0.595
H 23.888 -18.153 22.356 0.335
```

Summary:
Energy (eV): -367552.5610
Net charge: 0
Molecular weight (g mol⁻¹): 1192.44
Energy relative to the best compared isomer or geometry (same formula, charge and spin) (kcal/mol): 0.0
Lowest unoccupied orbital energy (eV): -0.44
Structure (SMILES): C[C@H]1COC(=O)O1.C[C@H]1COC(=O)O1.C[C@H]1COC(=O)O1.C[C@H]1COC(=O)O1.C[C@H]1COC(=O)O1.C[C@H]1COC(=O)O1.C[C@H]1COC(=O)O1.C[C@H]1COC(=O)O1.BrCCBr.BrCCBr
HOMO (eV): -10.2857
HOMO-LUMO gap (eV): 9.9